1.
{"formula": "C5H5FOS", "method": "ωB97M-V with the def2-TZVPD basis set", "charge": 0, "total_energy_ha": -766.75563, "molar_mass_g_mol": 132.2, "e_homo_ha": -0.3083, "gap_ha": 0.3340, "smiles": "C=C1SC=C(F)[C@H]1O", "symbols": ["C", "C", "S", "C", "C", "F", "C", "O", "H", "H", "H", "H", "H"], "xyz": [[1.0672, -1.7961, -0.2666], [0.6175, -0.5806, -0.4658], [0.3722, 0.1638, -2.0085], [-0.6064, 1.4488, -1.1894], [-0.7106, 1.3404, 0.1163], [-1.3929, 2.1588, 0.9383], [0.1725, 0.2645, 0.7402], [-0.5349, -0.5301, 1.6992], [1.5062, -2.4231, -1.0287], [0.9866, -2.2724, 0.6774], [-1.0262, 2.2484, -1.7839], [0.9340, 0.7432, 1.3447], [-1.3852, -0.7656, 1.2268]], "forces_ev_per_a": [[0.5, -0.9, -0.6], [0.3, 0.3, 1.3], [-0.5, 1.4, 0.2], [0.0, 0.1, -1.2], [1.0, -0.6, 0.7], [0.2, -0.2, -0.4], [-2.0, -0.1, -0.1], [-1.3, -0.1, -1.2], [-0.3, 0.0, -0.4], [0.2, 0.0, 1.0], [-0.1, -0.1, 0.0], [0.6, 0.0, -0.3], [1.3, 0.1, 1.0]]}



2.
{"formula": "C5H5HgO4", "method": "ωB97M-V with the def2-TZVPD basis set", "s2": 2.0369, "multiplicity": 3, "charge": 1, "total_energy_ha": -647.41532, "molar_mass_g_mol": 329.7, "e_homo_ha": [-0.4884, -0.4718], "gap_ha": [0.3319, 0.1879], "symbols": ["C", "H", "H", "C", "O", "Hg", "H", "H", "O", "O", "O", "C", "C", "C", "H"], "xyz": [[3.0074, 0.6713, -1.2125], [3.1349, 1.6850, -0.8128], [3.4504, 0.5870, -2.2106], [3.4821, -0.3311, -0.2712], [2.8502, -0.6673, 0.7317], [0.7338, -0.7350, 1.6910], [4.4615, -0.8015, -0.4715], [1.3985, 0.8729, -1.3061], [-0.7399, 2.1125, -0.8629], [-1.9839, 1.2112, -2.4185], [-2.4947, 3.2988, -1.6901], [-0.1770, 0.9027, -1.1474], [-1.0760, 0.3009, -2.0095], [-1.7907, 2.3458, -1.6917], [-1.0466, -0.6530, -2.5296]], "forces_ev_per_a": [[-0.4, 1.1, -0.7], [-0.2, -0.1, 0.0], [-0.5, 0.0, 0.1], [-1.2, -0.4, 0.7], [1.0, -0.1, -0.4], [-0.4, 0.3, -0.3], [-0.2, 0.0, 0.1], [-0.8, -0.7, 0.6], [1.4, 0.7, 0.0], [-0.6, -1.0, 0.3], [0.7, -0.7, -0.2], [0.6, -0.9, 0.0], [1.8, 0.3, -0.8], [-1.2, 1.1, 0.5], [0.0, 0.3, 0.2]]}



3.
{"formula": "C5H5HgO6", "method": "ωB97M-V with the def2-TZVPD basis set", "s2": 2.0075, "multiplicity": 3, "charge": 1, "total_energy_ha": -797.96814, "molar_mass_g_mol": 361.7, "e_homo_ha": [-0.5210, -0.5210], "gap_ha": [0.3339, 0.2241], "symbols": ["C", "C", "O", "O", "H", "H", "C", "C", "O", "C", "O", "O", "O", "H", "H", "Hg", "H"], "xyz": [[4.4065, -1.3260, 0.2723], [3.0163, -1.3951, -0.3662], [2.0448, -1.6267, 0.3225], [5.3599, -1.7523, -0.3177], [4.4240, -1.0174, 1.3375], [3.0066, -1.5383, -1.4646], [-1.4771, 1.8900, -0.8222], [-1.8660, 1.7858, -2.3395], [-2.8854, 2.7580, -2.4590], [-3.1440, 3.3666, -1.3006], [-2.3332, 2.9033, -0.3342], [-4.0241, 4.1503, -1.1245], [-1.5935, 0.7545, -0.1728], [-2.2580, 0.7921, -2.5777], [-1.0180, 2.0402, -2.9814], [-0.4426, -1.5201, 0.3425], [-0.3969, 2.2303, -0.7128]], "forces_ev_per_a": [[0.5, -0.1, 0.6], [0.4, -1.3, -0.6], [-0.1, 0.7, 0.2], [-0.8, 0.4, 0.0], [0.0, 0.0, -0.2], [-0.1, 0.5, 0.1], [0.6, 1.1, 0.1], [-0.1, 0.1, -0.3], [0.5, -0.6, -0.9], [-2.1, 1.1, 0.5], [1.0, -0.6, 0.6], [1.1, -0.6, -0.2], [0.0, -0.6, 0.3], [0.0, 0.2, 0.0], [-0.2, -0.1, 0.1], [0.0, 0.0, -0.1], [-0.8, -0.2, -0.1]]}



4.
{"formula": "C5H5N", "method": "ωB97M-V with the def2-TZVPD basis set", "charge": 0, "total_energy_ha": -248.09248, "molar_mass_g_mol": 79.1, "e_homo_ha": -0.3368, "gap_ha": 0.3423, "smiles": "C=C=CCC#N", "symbols": ["C", "C", "C", "C", "C", "N", "H", "H", "H", "H", "H"], "xyz": [[-0.4260, 0.2576, -1.9680], [-0.2462, 0.2293, -0.6723], [0.4335, -0.5791, 0.0974], [0.4411, -0.3359, 1.6285], [-0.4278, 0.8530, 1.5783], [-1.0076, 1.5282, 0.8223], [-1.2276, -0.3230, -2.3947], [0.2815, 0.7914, -2.5815], [0.7561, -1.1741, -0.7872], [-0.0040, -1.1423, 2.2254], [1.4271, -0.1051, 2.0518]], "forces_ev_per_a": [[-0.7, 0.8, -0.6], [0.7, -1.2, -1.6], [-0.1, 0.0, -0.4], [0.0, -0.1, -0.4], [-0.4, 0.5, -0.6], [-0.1, 0.5, 2.2], [-0.3, 0.3, -0.3], [-0.2, 0.3, -0.3], [1.3, -1.3, 2.4], [0.1, 0.2, -0.3], [-0.2, -0.1, -0.2]]}



5.
{"formula": "C5H5N", "method": "ωB97M-V with the def2-TZVPD basis set", "charge": 0, "total_energy_ha": -248.08614, "molar_mass_g_mol": 79.1, "e_homo_ha": -0.3090, "gap_ha": 0.3247, "symbols": ["C", "C", "C", "C", "C", "N", "H", "H", "H", "H", "H"], "xyz": [[0.8353, 1.0931, -0.6441], [0.0278, -0.1457, -0.3678], [-0.5672, -0.3100, 0.8368], [-0.7848, -0.6645, 2.0333], [-0.4625, -0.9300, -1.4458], [-0.8955, -1.5029, -2.3580], [1.2984, 1.4725, 0.2721], [1.6166, 0.9159, -1.3869], [0.1565, 1.8598, -1.0280], [0.2557, -1.1766, 1.2801], [-1.5004, -0.6058, 2.8683]], "forces_ev_per_a": [[0.0, 0.2, -0.1], [-0.6, 0.5, -0.3], [-0.3, 0.6, -0.6], [1.0, -0.5, -0.9], [-0.5, -0.4, -0.9], [0.5, 0.3, 0.8], [-0.1, -0.1, -0.1], [-0.1, 0.0, 0.1], [0.3, 0.2, -0.1], [-1.1, -0.6, 2.9], [0.8, -0.3, -0.6]]}



6.
{"formula": "C5H5N", "method": "ωB97M-V with the def2-TZVPD basis set", "charge": 0, "total_energy_ha": -248.13513, "molar_mass_g_mol": 79.1, "e_homo_ha": -0.3686, "gap_ha": 0.3842, "smiles": "C#CC#N.C=C", "symbols": ["C", "C", "C", "N", "H", "C", "C", "H", "H", "H", "H"], "xyz": [[-1.3285, 1.3009, 2.0246], [-0.8124, 1.7662, 1.0469], [-0.1207, 2.1432, -0.0579], [0.3079, 2.4080, -1.0874], [-1.6376, 0.8933, 2.8728], [0.9514, -1.0033, -1.2040], [0.2745, -1.8861, -0.4570], [2.0421, -0.9287, -1.2842], [0.3934, -0.1581, -1.5255], [-0.7422, -1.7870, -0.2430], [0.6722, -2.7484, -0.0854]], "forces_ev_per_a": [[1.5, 1.6, -3.2], [-0.4, -0.7, 1.4], [-0.3, 0.3, -0.9], [0.5, 0.3, -0.4], [-1.4, -1.4, 3.1], [-0.2, -0.3, 1.5], [1.0, 1.8, -1.7], [-0.5, -0.6, -0.3], [-0.1, 0.7, -0.6], [-1.6, 0.4, -0.1], [1.4, -2.1, 1.1]]}